A cluster of 6 separate species, C45H100N5O4S in total in a non-equilibrium geometry, computed with the ωB97M-V functional and the def2-TZVPD basis.

Properties
Gap between HOMO and LUMO ... 8.8 eV
E_tot ... -2746.5326 Ha
Max |F| ... 0.063 hartree/bohr
Total charge ... +3
HOMO energy ... -14.2 eV

CARTESIAN COORDINATES (ANGSTROEM)
S: 21.60 -9.43 6.04
O: 21.15 -10.79 6.19
O: 20.46 -8.61 5.64
O: 22.28 -9.01 7.29
O: 22.59 -9.30 4.96
C: 26.33 -8.53 2.58
C: 24.91 -7.98 2.93
C: 24.85 -6.44 2.73
N: 23.37 -5.85 2.84
C: 23.45 -4.28 2.95
C: 23.75 -3.57 1.59
C: 23.07 -4.03 0.30
C: 23.00 -5.57 0.29
C: 22.45 -6.14 1.58
C: 22.49 -6.25 4.13
H: 27.08 -8.08 3.23
H: 26.56 -8.36 1.53
H: 26.50 -9.61 2.66
H: 24.63 -8.33 3.92
H: 24.22 -8.37 2.18
H: 25.14 -5.98 1.79
H: 25.31 -5.88 3.54
H: 24.10 -4.04 3.79
H: 22.46 -3.98 3.30
H: 24.81 -3.70 1.39
H: 23.40 -2.57 1.85
H: 23.74 -3.66 -0.48
H: 22.10 -3.53 0.38
H: 23.84 -6.15 -0.10
H: 22.19 -5.64 -0.44
H: 22.30 -7.22 1.63
H: 21.54 -5.59 1.81
H: 21.47 -5.88 4.12
H: 23.11 -6.11 5.01
H: 22.49 -7.34 4.13
C: 19.30 -15.04 7.42
C: 18.46 -13.91 8.15
C: 19.33 -12.56 8.37
N: 18.63 -11.28 8.84
C: 19.85 -10.42 9.40
C: 19.34 -9.01 9.75
C: 18.60 -8.37 8.50
C: 17.44 -9.22 7.94
C: 17.90 -10.66 7.64
C: 17.55 -11.56 9.91
H: 20.01 -15.61 8.01
H: 19.81 -14.69 6.53
H: 18.67 -15.82 6.99
H: 18.08 -14.20 9.13
H: 17.56 -13.58 7.61
H: 19.82 -12.39 7.42
H: 20.09 -12.75 9.13
H: 20.65 -10.35 8.67
H: 20.29 -10.96 10.25
H: 20.15 -8.28 9.83
H: 18.82 -8.81 10.69
H: 19.29 -8.18 7.68
H: 18.09 -7.49 8.89
H: 17.11 -8.79 7.00
H: 16.55 -9.13 8.57
H: 18.56 -10.67 6.77
H: 17.14 -11.34 7.25
H: 16.70 -12.11 9.51
H: 17.18 -10.64 10.35
H: 18.01 -12.09 10.75
C: 28.21 -13.11 6.54
C: 26.78 -12.59 6.89
C: 25.63 -13.56 6.34
N: 24.20 -12.98 6.21
C: 23.16 -14.21 6.37
C: 23.18 -15.02 5.08
C: 23.04 -14.13 3.79
C: 24.19 -13.20 3.68
C: 24.22 -12.20 4.90
C: 23.90 -12.12 7.46
H: 28.29 -13.35 5.48
H: 28.29 -14.08 7.02
H: 28.89 -12.33 6.89
H: 26.82 -11.56 6.51
H: 26.39 -12.47 7.90
H: 25.65 -14.47 6.94
H: 25.85 -13.87 5.32
H: 23.46 -14.79 7.24
H: 22.20 -13.75 6.64
H: 24.14 -15.53 5.00
H: 22.38 -15.75 5.17
H: 22.96 -14.86 2.98
H: 22.18 -13.47 3.78
H: 25.06 -13.85 3.60
H: 24.21 -12.57 2.79
H: 25.16 -11.68 4.77
H: 23.32 -11.57 4.89
H: 24.17 -12.66 8.36
H: 22.86 -11.81 7.42
H: 24.47 -11.19 7.36
C: 27.08 -4.43 10.54
C: 26.02 -5.52 10.27
C: 25.66 -5.49 8.79
N: 24.75 -6.64 8.35
C: 24.93 -8.00 9.10
C: 26.31 -8.74 8.92
C: 26.68 -8.90 7.45
C: 26.46 -7.56 6.67
C: 25.09 -6.79 6.84
C: 23.29 -6.17 8.51
H: 27.11 -4.52 11.62
H: 26.76 -3.41 10.31
H: 28.06 -4.63 10.11
H: 25.08 -5.33 10.79
H: 26.45 -6.43 10.68
H: 26.54 -5.43 8.16
H: 25.19 -4.53 8.57
H: 24.57 -7.76 10.10
H: 24.10 -8.61 8.75
H: 27.09 -8.18 9.43
H: 26.33 -9.75 9.33
H: 27.64 -9.39 7.34
H: 26.04 -9.64 6.96
H: 27.29 -6.93 6.97
H: 26.53 -7.79 5.60
H: 25.21 -5.77 6.46
H: 24.31 -7.38 6.36
H: 23.32 -5.11 8.25
H: 23.07 -6.03 9.57
H: 22.60 -6.74 7.89
C: 22.44 -11.16 -1.21
C: 21.63 -10.32 -0.11
C: 21.20 -11.09 1.18
N: 20.02 -10.41 2.02
C: 18.70 -10.20 1.18
C: 17.52 -9.71 2.04
C: 17.10 -10.72 3.09
C: 18.41 -10.97 3.97
C: 19.70 -11.33 3.08
C: 20.54 -8.98 2.57
H: 22.77 -12.13 -0.83
H: 23.21 -10.53 -1.64
H: 21.69 -11.39 -1.96
H: 20.80 -9.82 -0.61
H: 22.27 -9.49 0.22
H: 22.00 -11.13 1.91
H: 20.96 -12.11 0.89
H: 18.42 -11.21 0.87
H: 18.91 -9.51 0.36
H: 16.71 -9.67 1.32
H: 17.70 -8.70 2.42
H: 16.60 -11.57 2.62
H: 16.44 -10.16 3.75
H: 18.07 -11.77 4.62
H: 18.66 -10.10 4.57
H: 19.58 -12.28 2.55
H: 20.61 -11.42 3.68
H: 21.56 -9.04 2.94
H: 19.77 -8.66 3.28
H: 20.49 -8.39 1.66